20
Properties=species:S:1:pos:R:3:lowdin_charge:R:1 method="wB97M-V/def2-TZVPD" e_above_lowest_kj_mol=57.0 lumo_ev=-4.57 homo_lumo_gap_ev=7.33 e_homo_ha=-0.437 total_charge=+1
C 2.00057 -2.02319 -0.16343 -0.0603
C 1.45288 -1.00607 -1.06085 -0.3122
C 1.29990 -1.92353 0.96993 -0.0682
C 0.23892 -0.53886 -0.35745 -0.2455
C -1.88322 0.75418 -0.05016 -0.3199
C -0.73908 0.32870 -0.77092 0.0336
N -2.82579 1.46873 -0.73377 0.1692
N -2.13481 0.46101 1.25341 0.2117
N 2.84096 1.55760 0.22655 -0.5204
O 2.31179 1.81318 1.27061 -0.0138
O 0.24015 -1.09958 0.85755 0.0612
S 2.79598 0.51594 -0.91660 1.0770
H 2.85731 -2.50663 -0.46744 0.1035
H 1.56962 -1.20744 -2.07541 0.1011
H 1.45330 -2.38266 1.91033 0.1359
H -0.62761 0.82978 -1.75200 0.1452
H -2.59327 2.19679 -1.33894 0.1006
H -3.78559 1.62203 -0.38417 0.1432
H -1.54466 0.10686 1.95724 0.1057
H -2.92737 1.03315 1.62552 0.1525

=====

50
Properties=species:S:1:pos:R:3:lowdin_charge:R:1 method="wB97M-V/def2-TZVPD" e_above_lowest_kj_mol=508.0 lumo_ev=2.16 homo_lumo_gap_ev=8.76 e_homo_ha=-0.243 total_charge=-1
O 1.53253 1.22250 -3.95436 -0.0514
H 0.74870 1.09996 -3.47548 -0.0081
H 1.82531 0.30416 -3.83286 0.0000
O 1.85222 -2.46657 3.58582 -0.0261
H 2.24784 -1.65700 3.44638 -0.0600
H 2.39099 -3.04673 3.02438 0.0468
O -1.76165 -0.65713 -0.41560 -0.1167
H -0.90502 -0.12228 -0.23905 0.0215
H -1.53582 -1.29328 -1.10986 0.0342
O -2.79358 -4.62816 1.61804 -0.1014
H -3.51590 -5.02451 1.07772 0.0375
H -3.11956 -3.76141 1.97947 0.0524
O -0.12919 1.15033 6.33882 -0.0736
H -0.57940 0.99076 5.42213 0.0975
O 4.32357 -0.63601 1.25778 -0.0614
H -4.01083 2.15182 -2.10623 0.0626
H 3.48797 -0.62182 0.78529 -0.0157
O 2.07685 -1.03440 -2.51150 -0.2123
H 2.42334 -1.03375 -1.42909 0.1355
H 2.86678 -1.60288 -2.90256 0.0950
O -4.21489 -0.53919 -0.97862 -0.0847
H -3.91163 -1.41483 -1.04029 -0.0152
H 0.55736 1.68091 6.03777 -0.0267
O -1.92249 2.40588 -0.48962 -0.0311
H -1.61751 3.25133 -0.29812 -0.0091
H -1.57671 1.67893 0.00884 -0.0295
O -1.25814 -1.37202 2.69341 -0.0386
H -1.70427 -0.91291 1.97369 0.0125
H -0.46284 -1.69759 2.37070 -0.0224
O 2.15135 0.18851 -0.14367 -0.0815
H 2.46053 0.91459 -0.51201 -0.0157
H 1.06047 0.28806 -0.23036 0.1587
O 1.01181 2.75225 0.33333 -0.1304
H 0.33463 3.40889 0.52619 0.0064
H 0.47654 1.90412 0.45939 -0.0629
O -0.32389 0.77109 1.03143 -0.3625
H -0.35303 0.79044 1.97312 -0.0139
H 4.14024 -0.92380 2.13206 -0.0001
O -1.73671 -3.36024 -4.14734 -0.0624
H -1.49883 -2.66828 -3.55649 -0.0027
H -2.56599 -3.78558 -3.80231 0.0626
O -3.70529 1.74489 -2.98637 -0.1498
H -2.69323 1.84817 -3.19161 0.0874
H -3.69743 0.27028 -1.19129 0.0161
O 2.21152 0.02151 2.41146 -0.0042
H 2.80268 0.76932 2.42622 0.0768
H 1.82698 0.03918 1.64957 -0.1020
O 2.58106 4.43823 -3.59445 -0.0824
H 1.97821 3.73742 -3.91032 0.0211
H 2.85267 4.16421 -2.70808 0.0299

=====

13
Properties=species:S:1:pos:R:3:lowdin_charge:R:1 method="wB97M-V/def2-TZVPD" e_above_lowest_kj_mol=76.2 lumo_ev=4.24 homo_lumo_gap_ev=6.70 e_homo_ha=-0.090 total_charge=-1
C 1.34116 0.17540 1.32435 -0.4230
C -0.05003 0.37213 0.65003 -0.7418
S -0.11838 -0.81922 -0.72148 0.1545
N 2.43384 0.84798 0.60144 -0.0594
H 1.56767 -0.89139 1.41809 0.0700
H 1.40046 0.64527 2.32303 0.0746
H -0.20056 1.35220 0.15975 0.0317
H -0.85624 0.09654 1.31064 0.0170
H 2.13525 1.69440 0.13920 0.0388
H 2.79440 0.24011 -0.13544 0.0366
H -2.94353 -0.79778 -1.37386 0.0000
H -2.38277 0.50303 -0.50361 -0.0468
O -3.05198 0.10955 -1.05694 -0.1522

=====

14
Properties=species:S:1:pos:R:3:lowdin_charge:R:1 method="wB97M-V/def2-TZVPD" e_above_lowest_kj_mol=259.2 lumo_ev=0.89 homo_lumo_gap_ev=9.49 smiles="C[C@]1(C=O)C=C1N" e_homo_ha=-0.316 total_charge=0
C 1.09072 -0.68789 1.19384 -0.0523
C -0.07782 -0.28153 0.29990 -0.3669
C -1.27023 0.22411 1.06682 -0.2156
O -2.17403 0.85372 0.56391 0.0467
C -0.30103 -0.98424 -1.02182 0.0780
C 0.01970 0.26585 -1.09706 -0.2758
N 0.31856 1.39255 -1.81264 0.1265
H 0.82727 -1.60052 1.74603 0.0797
H 1.34867 0.07710 1.93586 0.0735
H 1.98297 -0.91048 0.60234 0.0812
H -1.26362 0.02974 2.16375 0.1247
H -0.50451 -1.94320 -1.46636 0.1000
H -0.05053 2.24381 -1.40720 0.1004
H 0.05802 1.31278 -2.78823 0.0999

=====

19
Properties=species:S:1:pos:R:3:lowdin_charge:R:1 method="wB97M-V/def2-TZVPD" e_above_lowest_kj_mol=131.1 lumo_ev=1.12 homo_lumo_gap_ev=10.14 smiles="C=C(C)C/C=C/C" e_homo_ha=-0.331 total_charge=0
C -2.46058 -1.76416 0.25941 0.0192
C -1.29461 -1.21819 -0.05422 -0.3566
C -0.34862 -1.75714 -1.07822 -0.0707
C -0.93173 0.14452 0.59670 -0.1635
C 0.53069 0.50686 0.58037 -0.1394
C 0.94706 1.67566 0.09104 -0.1685
C 2.37655 2.07547 0.15795 -0.1357
H -2.70090 -2.72310 -0.19155 0.0608
H -3.19273 -1.31178 0.91128 0.0599
H 0.20711 -2.61286 -0.70489 0.0835
H -0.85016 -2.07556 -1.99767 0.0803
H 0.30094 -0.95999 -1.43673 0.0689
H -1.20576 0.06286 1.65038 0.1111
H -1.51440 0.90410 0.07943 0.1167
H 1.28753 -0.20348 0.88094 0.1144
H 0.39271 2.47202 -0.39404 0.1067
H 3.08165 1.43528 0.69855 0.0716
H 2.50831 3.01051 0.73198 0.0739
H 2.86694 2.33898 -0.78072 0.0673

=====

16
Properties=species:S:1:pos:R:3:lowdin_charge:R:1 method="wB97M-V/def2-TZVPD" e_above_lowest_kj_mol=526.3 lumo_ev=0.61 homo_lumo_gap_ev=9.27 e_homo_ha=-0.319 total_charge=0
C 0.80311 -1.21964 -1.13635 -0.0527
C 0.70535 0.91757 0.26434 -0.5052
C 0.08446 0.01154 -0.69458 -0.0811
O 0.28977 2.24755 0.11419 0.0184
O 2.09471 0.80462 0.37992 0.0164
H 0.33355 2.69534 0.96598 0.1005
H 2.33996 0.46474 1.24645 0.1028
H -0.59408 0.48430 -1.39908 0.1382
H 1.61178 -0.96609 -1.82940 0.0967
H 1.24882 -1.72822 -0.28309 0.0889
H 0.11259 -1.89151 -1.64326 0.0820
N -2.40639 -0.60713 0.96305 -0.0228
O -1.04793 -0.55752 0.69816 -0.3046
H 0.09316 0.43097 1.19222 0.1748
H -2.80032 -1.36356 0.40259 0.0727
H -2.86856 0.27704 0.75886 0.0750